16
Properties=species:S:1:pos:R:3:forces:R:3 method="wB97M-V/def2-TZVPD" orbital_gap_ha="0.316 / 0.316" lumo_ev="-3.560 / -3.561" total_charge=0 largest_force_ev_per_a=3.626 relative_energy_kcal_mol=50.3
C -1.960096 1.619073 -1.234284 1.571 0.301 2.322
C 0.301115 1.482274 0.018586 -0.805 1.544 -1.276
C -1.215220 1.318893 -0.071344 -1.835 -2.911 1.141
C -3.103010 -0.957112 -0.186244 -1.417 0.745 -2.407
N -2.481178 1.975100 -2.171255 -1.080 0.788 -2.211
N 0.990681 0.365581 0.031008 -1.184 -2.190 0.536
N -1.954871 1.476810 1.328983 -0.661 0.836 -0.313
O -3.041720 1.967344 1.307176 -0.718 0.462 -1.278
O 0.629101 2.657310 -0.077323 -0.336 -1.254 0.709
O -1.421113 1.120796 2.329862 1.899 -0.856 -0.004
O -1.797286 -0.721222 -0.213789 0.638 2.771 0.923
F -3.907272 -0.074981 -0.975045 1.542 -1.128 -0.030
F -3.808935 -0.845036 0.932781 1.073 -0.904 1.209
F -3.226076 -2.193545 -0.731494 -0.545 0.513 0.703
H 0.391512 -0.522102 0.050719 1.483 1.566 0.183
H 1.906100 0.399858 0.442384 0.374 -0.283 -0.206